Formula: C6H11N
Source: OMol25
Level of theory: ωB97M-V/def2-TZVPD

Cartesian coordinates (Å):
N (1.6053, -0.0184, 0.7902)
C (-0.3508, -1.0557, -0.0905)
C (-0.4868, -2.0316, -1.2670)
C (-0.8493, 0.3494, -0.4487)
C (-0.4892, 1.3717, 0.6357)
C (1.0133, 1.5013, 0.7313)
C (1.0602, -1.1570, 0.4637)
H (-1.5228, -2.0763, -1.6246)
H (-0.4001, 0.6612, -1.4031)
H (1.4370, 2.0231, -0.1433)
H (-1.9347, 0.3279, -0.6076)
H (1.3309, 2.0503, 1.6364)
H (-0.9523, 2.3422, 0.4261)
H (-0.9758, -1.4477, 0.7308)
H (2.5180, 0.1506, 1.1700)
H (-0.8845, 1.0372, 1.6047)
H (0.1435, -1.7151, -2.1073)
H (-0.1704, -3.0382, -0.9756)

Atoms 1-2, force components in eV/Å:
-1.3 3.2 -0.2
0.1 0.0 0.0

Computed properties:
- lowest unoccupied orbital energy (eV) = 0.957
- orbital gap (hartree) = 0.31387
- HOMO energy (eV) = -7.5835
- E_tot (hartree) = -289.8948

Atomic partial charges in e from the natural (NBO) method, atoms 1 to 2: atom 1 (N): -0.56, atom 2 (C): -0.35